99
Properties=species:S:1:pos:R:3:forces:R:3 method="wB97M-V/def2-TZVPD" e_tot_ha=-4243.2243 lumo_energy_ha="0.0898 / 0.0898" charge=-1 multiplicity=2 de_lowest_kcal_mol=0.00 s2=0.764 orbital_gap_ev="6.14 / 5.44" homo_energy_ev="-3.69 / -3.00"
V -1.271314 -0.005089 0.590052 -0.02 0.28 -0.58
C 5.253543 0.983231 1.151575 -0.02 0.05 -0.03
C 4.208898 1.788485 0.707245 0.05 -0.06 -0.04
C 2.901307 1.377654 0.886638 0.00 -0.05 -0.03
C 2.603363 0.175467 1.529492 -0.14 0.27 -0.08
C 3.651112 -0.617277 1.973685 0.06 -0.08 0.00
C 4.970576 -0.218765 1.777311 -0.01 -0.05 0.02
P 0.823625 -0.167268 1.838008 -0.13 -0.43 0.22
C 0.909412 -1.886366 2.491478 0.10 0.15 -0.08
C 0.560479 -2.234842 3.788775 -0.03 -0.01 0.07
C 0.488816 -3.572080 4.163411 0.01 0.01 -0.02
C 0.766906 -4.571079 3.244071 -0.01 0.02 -0.01
C 1.123414 -4.228423 1.943676 0.01 -0.04 0.03
C 1.193293 -2.897029 1.569937 0.02 -0.02 -0.07
C 0.546133 0.877170 3.310538 -0.05 0.03 -0.11
C 1.485921 1.156617 4.266698 0.07 -0.04 0.10
C 1.161618 2.001532 5.348800 0.00 -0.02 -0.05
C -0.087051 2.553892 5.433431 -0.01 0.01 -0.02
C -1.069739 2.299504 4.445691 -0.07 0.12 0.16
C -2.362792 2.883120 4.504582 0.08 -0.02 -0.01
C -3.262099 2.605212 3.518424 0.00 -0.04 -0.07
C -2.920753 1.754295 2.436461 -0.09 0.05 -0.05
C -1.676958 1.171314 2.294210 -0.08 0.08 0.40
C -0.753971 1.450798 3.361317 0.10 -0.08 -0.22
H 6.280443 1.290560 0.998387 0.01 0.00 0.00
H 4.416662 2.722304 0.200511 0.01 0.01 0.00
H 2.091806 1.992597 0.511177 0.00 0.01 0.02
H 3.446452 -1.556808 2.472501 -0.01 0.02 0.00
H 5.776478 -0.854812 2.123031 0.01 0.00 -0.01
H 0.324102 -1.461077 4.508909 0.00 0.01 0.00
H 0.208250 -3.829513 5.177075 -0.01 -0.01 0.02
H 0.701659 -5.612113 3.535091 0.01 -0.01 0.00
H 1.344255 -5.001345 1.217399 0.00 0.00 -0.01
H 1.469128 -2.642762 0.549477 -0.04 0.02 -0.01
H 2.482497 0.733404 4.198631 -0.02 0.01 -0.01
H 1.907699 2.215646 6.104170 0.01 0.00 0.01
H -0.338596 3.212628 6.258285 -0.01 -0.01 0.01
H -2.612027 3.538281 5.332083 -0.01 0.00 0.01
H -4.255467 3.039935 3.553556 0.00 0.01 0.00
H -3.681810 1.573303 1.682212 0.00 0.00 0.02
C -1.524442 -3.912251 -2.938240 0.02 -0.01 -0.04
C -2.136919 -3.769761 -1.598077 -0.09 -0.22 0.08
N -2.962290 -4.597041 -1.031866 0.11 0.07 -0.12
N -3.228796 -4.022690 0.185567 -0.01 0.06 0.03
C -2.585878 -2.862696 0.390186 0.02 0.14 0.10
S -2.547246 -1.839890 1.717880 0.04 -0.31 0.02
N -1.889861 -2.704289 -0.770517 -0.06 0.09 0.08
N -1.017390 -1.635650 -0.973420 0.14 -0.16 0.08
H -1.714417 -4.917902 -3.304042 -0.01 0.00 -0.02
H -0.450566 -3.720707 -2.891494 0.01 -0.01 0.03
H -1.962123 -3.193976 -3.634536 -0.02 0.01 0.00
H -3.857308 -4.461373 0.832236 0.01 -0.01 0.00
H -0.070182 -2.004622 -1.207546 0.06 0.02 -0.06
H -1.338044 -1.092291 -1.771251 -0.05 0.08 0.06
O -0.747333 1.201765 -1.187162 0.07 -0.02 0.44
C -1.775579 2.160737 -1.500606 0.27 0.18 -0.06
C -3.119887 1.424712 -1.213705 -0.22 -0.26 0.06
O -4.135259 1.880374 -1.717792 0.06 0.05 -0.04
O -3.028634 0.400002 -0.452992 0.00 0.14 -0.08
C -1.693448 3.376676 -0.585833 -0.07 -0.06 -0.01
C -0.684443 3.511903 0.357112 0.06 0.00 -0.01
C -0.668137 4.592628 1.230868 -0.02 -0.03 -0.03
C -1.663160 5.551554 1.163834 0.01 0.01 0.01
C -2.676108 5.423931 0.220191 0.01 0.03 0.02
C -2.694982 4.344750 -0.645618 -0.03 0.00 0.01
C -1.640380 2.484889 -2.980673 -0.08 0.03 0.00
C -1.274365 3.735249 -3.453339 0.07 0.01 -0.02
C -1.124151 3.958446 -4.819157 0.01 0.02 0.02
C -1.335493 2.932707 -5.722091 -0.02 -0.04 0.01
C -1.694941 1.672329 -5.254102 0.02 0.03 -0.05
C -1.845132 1.456461 -3.898552 -0.03 -0.02 0.02
H 0.139448 1.570164 -1.294576 0.08 -0.14 -0.16
H 0.071390 2.744416 0.466487 -0.05 0.00 0.01
H 0.107622 4.655204 1.983404 0.01 0.01 0.01
H -1.661925 6.386015 1.853631 -0.01 0.01 0.01
H -3.466492 6.162467 0.170094 -0.01 0.00 0.00
H -3.504008 4.221890 -1.353963 0.01 -0.01 -0.01
H -1.097479 4.545196 -2.758748 -0.03 0.01 0.02
H -0.838967 4.942288 -5.170589 0.00 0.00 0.00
H -1.222630 3.107244 -6.784454 0.01 0.00 -0.01
H -1.863093 0.861082 -5.950892 0.00 0.00 -0.01
H -2.139670 0.476789 -3.540162 -0.02 0.00 0.01
O 1.372378 -2.522126 -2.069083 -0.17 0.04 -0.06
C 1.922832 -1.382235 -2.077955 0.08 -0.20 0.12
O 1.633000 -0.429036 -1.331629 0.00 0.14 -0.02
C 3.041697 -1.172895 -3.074266 0.01 0.09 -0.06
C 2.878552 -1.550741 -4.398743 0.07 -0.07 0.02
C 3.869264 -1.313119 -5.359004 -0.03 -0.01 0.07
C 5.017826 -0.709606 -4.915967 0.00 -0.03 -0.04
O 6.135879 -0.367843 -5.645231 0.01 0.02 0.02
C 7.057901 0.179245 -4.706256 -0.03 0.00 0.01
O 6.428097 0.236928 -3.432760 0.00 0.01 -0.03
C 5.189234 -0.346965 -3.594861 0.04 0.00 0.04
C 4.221661 -0.548655 -2.647173 -0.07 0.04 -0.06
H 1.960948 -2.047431 -4.683778 -0.01 0.00 0.00
H 3.741790 -1.593006 -6.395176 0.00 0.00 -0.02
H 7.330665 1.190277 -5.019391 0.03 -0.03 0.00
H 7.939062 -0.467827 -4.646577 0.00 0.02 -0.01
H 4.345946 -0.239591 -1.618848 -0.03 0.05 0.06